# 1
Density functional theory data (wB97M-V/def2-TZVPD) for a molecular structure, C4H12N2O2 in a non-equilibrium geometry.

Each line ends with the Mulliken charge.
Element x y z (Å)
C 0.496 -0.466 -2.144  -0.9637
N 0.263 -0.730 -0.736  0.2767
C 1.250 -0.355 0.300  0.2712
N 1.937 0.823 -0.062  -0.4555
O -0.135 -2.073 -0.543  -0.4580
O 1.902 -1.278 0.827  -0.6636
H 0.507 -2.376 0.142  0.3506
H 1.404 1.662 -0.230  0.2217
H 2.783 0.968 0.468  0.2425
H 0.452 0.606 -2.333  0.3116
H 1.469 -0.834 -2.482  0.3157
H -0.291 -0.957 -2.713  0.3244
C -1.396 0.041 1.605  -0.4924
C -1.753 1.212 0.728  -0.7186
H -2.105 0.843 -0.233  0.2408
H -2.513 1.847 1.191  0.3532
H -2.094 -0.780 1.477  0.2562
H -1.294 0.297 2.655  0.3639
H -0.029 -0.267 1.468  0.1087
H -0.853 1.818 0.613  0.1145

HOMO energy = -8.608 eV
frontier orbital gap = 9.087 eV
relative energy (zero: lowest compared OMol25 entry of this formula, charge and spin) = 465.9 kJ/mol


# 2
Density functional theory data (wB97M-V/def2-TZVPD) for a molecular structure, C29H36BGdN11.

Each line ends with the Mulliken spin population.
Element x y z (Å)
Gd 0.608 -1.215 0.043  4.8902
C 2.131 1.668 -3.228  0.0028
C 1.739 0.441 -2.697  0.0109
N 1.840 0.455 -1.372  0.0225
N 2.296 1.675 -1.031  -0.0123
C 2.472 2.427 -2.129  -0.0010
B 2.494 2.035 0.444  0.0052
N 1.093 2.146 1.119  -0.0034
C 0.514 3.264 1.586  -0.0003
C -0.706 2.924 2.129  0.0002
C -0.795 1.548 1.933  -0.0005
N 0.293 1.091 1.322  0.0244
N 3.270 0.911 1.152  0.0224
C 4.536 0.951 1.611  0.0002
C 4.791 -0.234 2.263  0.0162
C 3.604 -0.958 2.141  0.0020
N 2.700 -0.261 1.467  -0.0044
N 3.227 3.340 0.675  0.0008
C 3.531 3.818 1.906  -0.0004
C 4.258 4.973 1.748  -0.0001
C 4.349 5.129 0.357  -0.0001
N 3.729 4.147 -0.264  0.0000
H 2.137 1.959 -4.257  0.0000
H 1.403 -0.447 -3.205  -0.0034
H 2.849 3.424 -2.041  0.0000
H 0.982 4.223 1.506  0.0001
H -1.411 3.574 2.602  -0.0001
H -1.599 0.881 2.178  -0.0012
H 5.172 1.800 1.456  0.0000
H 5.693 -0.522 2.761  0.0009
H 3.369 -1.943 2.504  -0.0460
H 3.211 3.311 2.795  0.0000
H 4.669 5.604 2.509  0.0000
H 4.833 5.901 -0.210  0.0000
N -1.486 0.514 -0.891  -0.0011
C -1.479 0.539 -2.305  0.0053
C -1.182 1.706 -2.997  -0.0009
C -1.187 1.731 -4.381  0.0012
C -1.524 0.595 -5.094  -0.0003
C -1.817 -0.573 -4.411  0.0008
C -1.787 -0.625 -3.021  0.0056
C -2.058 -1.908 -2.339  0.0165
C -3.206 -2.601 -2.731  0.0025
C -3.481 -3.856 -2.220  -0.0014
C -2.562 -4.432 -1.359  0.0189
C -1.436 -3.724 -0.965  -0.0005
C -1.131 -2.413 -1.392  0.0122
H -1.519 1.463 -0.533  -0.0006
H -2.302 -0.014 -0.541  0.0029
H -0.942 2.603 -2.443  -0.0004
H -0.934 2.643 -4.898  -0.0001
H -1.555 0.615 -6.174  0.0001
H -2.065 -1.471 -4.961  -0.0001
H -3.909 -2.130 -3.409  -0.0001
H -4.384 -4.383 -2.504  0.0003
H -2.734 -5.429 -0.973  0.0013
H -0.744 -4.223 -0.287  0.0008
N -0.170 -1.638 2.828  -0.0144
C -1.397 -1.668 3.634  0.0026
C -2.414 -2.653 3.057  -0.0015
C -2.815 -2.326 1.619  0.0062
C -3.902 -1.266 1.459  0.0003
N -3.891 -0.799 0.075  -0.0001
H 0.300 -2.541 2.917  0.0005
H 0.462 -0.941 3.219  0.0026
H -1.818 -0.662 3.650  0.0017
H -1.191 -1.954 4.678  0.0001
H -3.293 -2.677 3.703  -0.0001
H -1.960 -3.646 3.065  0.0002
H -3.163 -3.236 1.131  -0.0004
H -1.917 -1.987 1.079  0.0130
H -3.703 -0.398 2.096  -0.0001
H -4.875 -1.689 1.757  0.0000
H -4.686 -0.200 -0.115  0.0000
H -3.945 -1.591 -0.560  -0.0001
C 1.919 -3.229 0.558  0.9754
H 2.944 -3.373 0.182  0.0154
H 1.659 -4.192 1.026  0.0105

HOMO energy (alpha / beta) = -7.459 / -7.677 eV
expectation value of S² = 12.33
2S+1 = 7
frontier orbital gap (alpha / beta) = 7.905 / 8.032 eV


# 3
Density functional theory data (wB97M-V/def2-TZVPD) for a gas-phase ion, C24H35BrNO2 (charge +1).

Each line ends with the Mulliken charge.
Element x y z (Å)
C -2.087 0.520 4.264  -1.4198
H -2.426 0.749 5.270  0.4774
H -2.892 0.759 3.573  0.2958
H -1.889 -0.548 4.213  0.2660
C -0.833 1.330 3.942  0.3904
C 0.302 0.960 4.896  -1.5694
H 1.212 1.500 4.645  0.3612
H 0.026 1.218 5.914  0.4695
H 0.508 -0.108 4.870  0.3260
C -0.422 1.200 2.467  -0.5782
C -0.088 -0.232 2.039  -1.2486
H 0.674 -0.636 2.708  0.6715
H -0.980 -0.847 2.129  0.1419
C 0.453 -0.345 0.600  2.5730
C 1.057 -1.720 0.359  0.0781
C 2.210 -1.849 -0.412  -0.2764
C 2.760 -3.088 -0.678  -0.9066
C 2.152 -4.224 -0.170  -0.0950
C 1.012 -4.118 0.611  -0.8886
C 0.471 -2.873 0.872  -0.4410
H -0.416 -2.816 1.480  0.3761
H 0.547 -5.005 1.013  0.4968
Br 2.888 -5.939 -0.550  -0.1678
H 3.655 -3.172 -1.275  0.4627
H 2.703 -0.970 -0.802  0.4187
O 1.451 0.669 0.399  -0.7979
H 2.100 0.589 1.107  0.6051
C -0.671 -0.057 -0.450  0.0020
C -1.804 -1.054 -0.357  -0.5788
C -2.932 -0.740 0.393  0.0269
C -3.974 -1.641 0.520  -0.9527
C -3.908 -2.871 -0.113  -0.5871
C -2.797 -3.186 -0.877  -0.9963
C -1.752 -2.286 -0.999  -0.2114
H -0.897 -2.561 -1.597  0.3587
H -2.740 -4.138 -1.381  0.4556
H -4.718 -3.576 -0.016  0.4351
H -4.839 -1.381 1.111  0.4510
H -3.002 0.220 0.884  0.4349
H -1.070 0.930 -0.201  0.9314
C -0.116 -0.002 -1.878  -2.0393
N 0.728 1.199 -2.074  0.2300
H 1.264 1.293 -1.186  0.3864
H 1.379 1.074 -2.876  0.8550
C 0.003 2.450 -2.372  -0.7066
C 0.934 3.656 -2.259  -0.8221
C 2.281 3.500 -2.975  -0.4811
H 2.766 4.475 -2.983  0.4202
H 2.935 2.821 -2.425  0.2155
C 2.192 3.006 -4.418  -0.6673
O 2.001 1.591 -4.419  -0.5188
H 2.103 1.256 -5.315  0.2863
H 1.365 3.497 -4.944  0.3359
H 3.124 3.246 -4.936  0.4322
H 1.132 3.864 -1.206  0.3080
H 0.407 4.519 -2.667  0.4400
H -0.401 2.369 -3.383  0.4205
H -0.829 2.568 -1.677  0.3618
H 0.499 -0.882 -2.070  0.5839
H -0.940 0.013 -2.594  0.2366
H 0.441 1.848 2.295  0.4138
H -1.244 1.582 1.858  0.1145
H -1.067 2.389 4.100  0.4043

HOMO energy = -11.415 eV
frontier orbital gap = 9.229 eV
charge = +1
SMILES = CC(C)CC[C@@](O)(c1ccc(Br)cc1)[C@@H](C[NH2+]CCCCO)c1ccccc1


# 4
Density functional theory data (wB97M-V/def2-TZVPD) for C18H21ClN4O5S in the gas phase.

Each line ends with the Mulliken charge.
Element x y z (Å)
C -0.105 -3.775 1.111  -1.8101
C 0.593 -2.885 0.145  0.8944
C 0.010 -1.958 -0.654  -0.4318
C 0.812 -1.152 -1.547  0.2817
O 0.386 -0.276 -2.268  -0.7994
N 2.170 -1.437 -1.535  0.1890
C 2.809 -2.349 -0.735  0.0703
O 3.994 -2.550 -0.749  -0.6160
N 1.951 -3.039 0.102  0.0827
H 2.389 -3.723 0.707  0.2662
H 2.757 -0.894 -2.161  0.2807
S -1.761 -1.683 -0.886  1.4421
O -2.009 -1.782 -2.288  -0.7415
O -2.472 -2.588 -0.024  -0.8014
N -1.985 -0.111 -0.340  0.6053
C -2.511 0.797 -1.348  -1.8275
H -1.933 0.645 -2.259  0.5756
C -2.476 2.241 -0.844  0.7923
C -1.091 2.818 -0.521  0.1485
O -0.966 3.770 0.225  -0.6966
N -0.047 2.244 -1.143  -0.0614
H -0.164 1.405 -1.694  0.2672
C 1.315 2.589 -0.820  -1.6077
C 1.986 1.543 0.034  0.0361
C 3.365 1.343 0.001  0.5510
C 3.980 0.397 0.804  -0.5677
C 3.218 -0.370 1.666  -0.6691
C 1.845 -0.192 1.711  -0.5245
C 1.241 0.751 0.899  0.3513
H 0.171 0.880 0.931  0.0857
H 1.241 -0.780 2.387  0.5385
H 3.701 -1.099 2.298  0.3830
H 5.049 0.262 0.750  0.4410
Cl 4.355 2.287 -1.061  -0.2385
H 1.284 3.538 -0.272  0.3721
H 1.881 2.735 -1.744  0.6714
H -2.906 2.884 -1.621  0.3649
C -3.332 2.335 0.425  -1.2794
C -2.782 1.362 1.463  -0.4513
H -1.780 1.683 1.753  0.2191
C -2.737 -0.057 0.905  -0.8893
H -2.251 -0.737 1.605  0.3722
H -3.761 -0.420 0.739  0.4903
H -3.408 1.365 2.356  0.4426
H -3.287 3.352 0.814  0.4956
H -4.370 2.091 0.192  0.4536
H -3.556 0.539 -1.576  0.5884
H 0.158 -4.813 0.915  0.4509
H -1.180 -3.653 1.025  0.4422
H 0.209 -3.534 2.127  0.3673

HOMO energy = -9.326 eV
frontier orbital gap = 9.411 eV
relative energy (zero: lowest compared OMol25 entry of this formula, charge and spin) = 0.0 kJ/mol
SMILES = Cc1[nH]c(=O)[nH]c(=O)c1S(=O)(=O)N1CCC[C@@H](C(=O)NCc2ccccc2Cl)C1


# 5
Density functional theory data (wB97M-V/def2-TZVPD) for a gas-phase ion, C3H5N4O4S (charge +1) in a non-equilibrium geometry.

Each line ends with the Mulliken charge.
Element x y z (Å)
C 0.942 0.071 -0.125  0.3895
C -0.942 1.306 0.746  -0.4881
C 1.013 -2.298 0.518  -0.1695
N 0.528 -1.145 0.136  -0.1109
N -1.557 0.017 0.487  -0.2957
N 0.347 1.257 0.040  -0.1395
N 2.385 0.178 -0.825  1.0157
O 2.760 1.192 -1.295  -0.5142
O 2.892 -0.882 -0.747  -0.5240
O -3.253 1.254 -0.958  -0.3919
O -3.386 -1.164 -0.824  -0.3997
S -2.746 0.031 -0.575  0.9775
H -1.371 2.141 0.245  0.4561
H -0.727 1.352 1.806  0.2984
H 0.530 -3.161 0.067  0.2873
H 1.756 -2.306 1.268  0.3093
H 0.830 2.158 0.037  0.2998

HOMO energy = -14.881 eV
frontier orbital gap = 9.162 eV
relative energy (zero: lowest compared OMol25 entry of this formula, charge and spin) = 111.6 kJ/mol
charge = +1
SMILES = C=N/C(=[NH+]\CN=S(=O)=O)[N+](=O)[O-]


# 6
Density functional theory data (wB97M-V/def2-TZVPD) for a molecular structure, C32H32BClN8O4ReS2.

Each line ends with the Mulliken spin population.
Element x y z (Å)
Re 0.603 0.656 -0.094  1.0330
C 0.383 -2.889 -1.169  0.0120
C 1.708 -2.208 -1.194  0.0018
C 2.938 -2.780 -1.525  -0.0005
C 3.869 -1.766 -1.412  0.0079
C 5.341 -1.807 -1.651  -0.0009
N 3.219 -0.654 -1.037  0.0059
N 1.889 -0.916 -0.898  -0.0041
B 3.746 0.779 -0.849  -0.0576
N 2.961 1.740 -1.742  0.0139
N 1.643 1.972 -1.487  -0.0097
C 1.210 2.846 -2.404  -0.0060
C -0.202 3.293 -2.536  -0.0040
C 2.275 3.195 -3.237  -0.0029
C 3.364 2.475 -2.788  0.0016
C 4.762 2.452 -3.307  -0.0003
N 3.514 1.182 0.621  -0.0032
N 2.272 1.085 1.171  -0.0152
C 2.386 1.414 2.471  0.0111
C 1.273 1.411 3.459  0.0041
C 3.717 1.724 2.740  -0.0027
C 4.399 1.567 1.547  0.0235
C 5.846 1.771 1.254  -0.0023
H 0.271 -3.515 -2.054  0.0004
H 0.306 -3.536 -0.292  0.0001
H -0.443 -2.187 -1.135  -0.0064
H 3.122 -3.800 -1.817  0.0003
H 5.656 -2.837 -1.799  -0.0001
H 5.615 -1.235 -2.539  0.0006
H 5.893 -1.394 -0.807  0.0005
H 4.911 0.826 -1.106  -0.0003
H -0.719 3.346 -1.584  0.0010
H -0.231 4.271 -3.015  -0.0003
H -0.757 2.590 -3.162  0.0007
H 2.245 3.877 -4.070  0.0001
H 4.842 3.118 -4.164  0.0000
H 5.475 2.779 -2.549  0.0001
H 5.052 1.449 -3.624  0.0001
H 0.496 2.123 3.187  -0.0001
H 0.812 0.426 3.526  0.0018
H 1.669 1.676 4.438  0.0002
H 4.127 2.025 3.689  0.0001
H 6.349 2.135 2.148  -0.0001
H 6.325 0.841 0.945  0.0017
H 5.990 2.499 0.456  0.0016
S -0.420 -0.714 1.392  -0.0717
C -1.798 0.163 2.017  0.0061
C -2.733 -0.480 2.839  0.0030
C -3.821 0.212 3.325  0.0108
C -3.986 1.564 3.003  -0.0055
C -3.057 2.211 2.217  0.0180
C -1.944 1.518 1.720  -0.0032
S -0.719 2.351 0.807  -0.0028
H -2.594 -1.526 3.087  0.0005
H -4.545 -0.293 3.950  0.0007
H -4.844 2.108 3.375  -0.0002
H -3.174 3.260 1.971  0.0012
O -5.436 2.221 -1.293  0.0002
C -4.156 1.790 -1.292  -0.0023
O -3.265 2.539 -1.575  -0.0003
C -3.923 0.369 -0.962  0.0000
C -4.631 -0.499 -0.157  -0.0007
Cl -6.084 -0.206 0.693  0.0000
N -3.944 -1.660 -0.085  0.0002
N -2.805 -1.586 -0.811  -0.0013
C -2.787 -0.383 -1.338  -0.0011
C -1.658 0.023 -2.249  -0.0026
O -1.794 0.014 -3.447  0.0340
O -0.571 0.388 -1.632  0.0105
C -4.229 -2.877 0.600  0.0002
C -3.160 -3.564 1.162  0.0007
C -3.394 -4.757 1.823  0.0001
C -4.684 -5.261 1.927  0.0002
C -5.739 -4.574 1.349  -0.0001
C -5.517 -3.383 0.673  0.0001
H -6.039 1.497 -1.081  0.0001
H -2.163 -3.154 1.070  -0.0021
H -2.563 -5.293 2.262  0.0000
H -4.863 -6.192 2.449  0.0000
H -6.744 -4.971 1.407  0.0000
H -6.338 -2.871 0.193  0.0000

HOMO energy (alpha / beta) = -7.264 / -7.912 eV
expectation value of S² = 0.77
2S+1 = 2
frontier orbital gap (alpha / beta) = 6.091 / 7.292 eV
relative energy (zero: lowest compared OMol25 entry of this formula, charge and spin) = 0.0 kJ/mol


no.,calculated total energy (eV)
1,-11414.3885
2,-68558.2017
3,-101078.8859
4,-58564.7823
5,-28163.0886
6,-90820.2183